Record 1
DFT (ωB97M-V/def2-TZVPD) results for an isolated molecule of C5H7NO.

Results
Kohn-Sham gap (hartree): 0.3603
E (eV): -8833.9183
HOMO level (eV): -9.12
SMILES: C=C=C/C(O)=N/C
Relative energy (zero: lowest compared OMol25 entry of this formula, charge and spin) (eV): 2.285

Structure (ORCA input):
```
! wB97M-V def2-TZVPD RIJCOSX def2/J DEFGRID3
* xyz 0 1
C -2.108 0.686 0.870
N -0.864 0.051 0.490
C 1.549 -2.437 -0.544
C 1.465 -1.140 -0.524
C 1.323 0.162 -0.482
C 0.052 0.763 -0.005
O -0.067 2.112 -0.178
H -2.432 1.456 0.158
H -2.007 1.161 1.854
H -2.884 -0.081 0.945
H 1.139 -3.011 -1.370
H 2.007 -2.973 0.281
H 2.133 0.806 -0.824
H 0.694 2.445 -0.670
*
```


Record 2
DFT (ωB97M-V/def2-TZVPD) results for a cluster of 2 separate species, C3H3BrO2 in total at a distorted geometry.

Results
Kohn-Sham gap (spin up / spin down) (hartree): 0.2731 / 0.2733
E (eV): -77294.2535
HOMO level (spin up / spin down) (eV): -8.03 / -8.04
Relative energy (zero: lowest compared OMol25 entry of this formula, charge and spin) (eV): 2.011

Structure (ORCA input):
```
! wB97M-V def2-TZVPD RIJCOSX def2/J DEFGRID3
* xyz 0 1
C -0.195 -1.524 0.187
C -2.653 -1.356 -0.276
C 0.177 -0.152 0.083
O -0.019 -2.624 0.536
O -3.465 -2.180 -0.312
Br -3.179 0.633 -0.111
H 0.732 0.070 0.924
H -0.726 0.336 0.069
H 0.751 -0.086 -0.842
*
```


Record 3
DFT (ωB97M-V/def2-TZVPD) results for a structure of composition C2H2N2O at a distorted geometry.

Results
<S²>: 2.011
Kohn-Sham gap (spin up / spin down) (hartree): 0.2592 / 0.2964
E (eV): -7124.0077
HOMO level (spin up / spin down) (eV): -7.24 / -10.17
Relative energy (zero: lowest compared OMol25 entry of this formula, charge and spin) (eV): 6.366

Structure (ORCA input):
```
! wB97M-V def2-TZVPD RIJCOSX def2/J DEFGRID3
* xyz 0 3
C -1.016 -0.494 -0.095
C 0.443 -0.456 0.000
N -1.184 0.742 -0.250
N 0.457 0.803 0.049
O 1.207 1.644 0.397
H -1.869 -1.136 -0.053
H 1.961 -1.105 -0.048
*
```


Record 4
DFT (ωB97M-V/def2-TZVPD) results for a structure of composition C31H60F4GaNO12P at a distorted geometry.

Results
Kohn-Sham gap (hartree): 0.2650
E (eV): -131708.8361
HOMO level (eV): -5.41

Structure (ORCA input):
```
! wB97M-V def2-TZVPD RIJCOSX def2/J DEFGRID3
* xyz -1 1
C -3.190 3.155 -4.426
C -3.607 2.187 -5.726
O -2.559 2.088 -6.743
P -1.345 0.899 -6.384
O -0.370 0.904 -7.672
C -0.159 1.414 -4.926
C 0.676 0.153 -4.294
Ga 0.882 0.342 -2.204
C 1.155 2.395 -1.806
C -0.255 3.207 -1.606
C 2.630 -0.578 -1.593
C 2.471 -2.131 -1.099
O 1.984 -2.290 0.291
C 1.569 -3.088 -2.079
F 2.134 -4.482 -1.937
F 1.652 -2.765 -3.522
F 0.163 -3.195 -1.559
C -0.812 -0.208 -1.157
O -2.066 0.003 -1.643
N -0.734 -0.858 0.206
C -1.354 -0.019 1.300
O -0.824 -0.149 2.539
F -2.512 0.895 1.174
O -1.912 -0.743 -6.264
C -2.479 -1.061 -4.950
C -1.988 -2.488 -4.299
H -2.219 3.804 -4.655
H -2.857 2.408 -3.561
H -4.090 3.787 -4.022
H -4.069 1.174 -5.368
H -4.508 2.780 -6.239
H 0.639 2.150 -5.415
H -0.723 1.931 -4.041
H 1.799 0.222 -4.696
H 0.285 -0.900 -4.620
H 1.861 2.915 -2.587
H 1.722 2.446 -0.767
H -1.158 2.557 -1.243
H -0.525 3.817 -2.595
H -0.082 4.035 -0.777
H 3.070 0.026 -0.667
H 3.426 -0.457 -2.465
H 3.570 -2.597 -1.107
H 2.392 -3.177 0.587
H -1.188 -1.795 0.125
H -3.657 -1.175 -5.119
H -2.364 -0.136 -4.229
H -1.976 -3.393 -5.042
H -0.966 -2.448 -3.731
H -2.806 -2.761 -3.472
C -5.751 6.416 -1.258
C -4.382 6.262 -1.866
O -3.920 5.152 -2.125
C -3.601 7.519 -2.145
H -6.197 5.426 -1.112
H -5.672 6.911 -0.286
H -6.392 6.994 -1.928
H -3.427 8.062 -1.213
H -4.147 8.145 -2.855
H -2.633 7.254 -2.583
C -9.924 2.920 0.400
C -8.980 3.749 -0.429
O -8.707 4.907 -0.118
C -8.384 3.107 -1.652
H -10.276 3.513 1.251
H -10.787 2.626 -0.202
H -9.406 2.036 0.780
H -9.179 2.821 -2.346
H -7.797 2.231 -1.364
H -7.723 3.823 -2.152
C 1.552 -5.246 3.887
C 2.926 -5.040 3.307
O 3.079 -4.634 2.156
C 4.105 -5.350 4.190
H 0.799 -4.982 3.137
H 1.419 -6.295 4.163
H 1.417 -4.602 4.760
H 4.085 -6.404 4.480
H 4.084 -4.711 5.076
H 5.032 -5.155 3.640
C 8.891 -4.428 2.066
C 7.879 -3.444 2.587
O 7.766 -3.222 3.791
C 7.009 -2.743 1.578
H 9.447 -4.857 2.907
H 8.384 -5.237 1.533
H 9.597 -3.920 1.403
H 6.418 -3.476 1.024
H 7.631 -2.160 0.894
H 6.326 -2.063 2.098
C -2.526 3.212 3.180
C -1.831 4.529 3.401
O -2.124 5.524 2.740
C -0.765 4.581 4.462
H -3.271 3.324 2.384
H -1.799 2.455 2.875
H -3.036 2.903 4.096
H 0.040 3.886 4.214
H -1.197 4.333 5.435
H -0.351 5.594 4.511
C 6.623 -6.274 8.502
C 6.744 -6.419 7.008
O 5.912 -7.050 6.359
C 7.922 -5.761 6.340
H 5.726 -6.799 8.846
H 7.496 -6.716 8.989
H 6.533 -5.217 8.766
H 8.852 -6.180 6.731
H 7.889 -4.682 6.508
H 7.879 -5.949 5.262
*
```


Record 5
DFT (ωB97M-V/def2-TZVPD) results for an isolated molecule of C3H4ClN at a distorted geometry.

Results
Kohn-Sham gap (hartree): 0.4280
E (eV): -17187.4211
HOMO level (eV): -11.01
SMILES: N#CCCCl
Relative energy (zero: lowest compared OMol25 entry of this formula, charge and spin) (eV): 0.314

Structure (ORCA input):
```
! wB97M-V def2-TZVPD RIJCOSX def2/J DEFGRID3
* xyz 0 1
C 0.189 -0.390 -1.487
C -0.175 0.622 -0.431
C -0.143 -0.098 1.024
N 0.472 -1.058 -2.389
Cl 1.497 -0.786 1.282
H 0.357 1.511 -0.339
H -1.151 0.818 -0.701
H -0.744 -1.064 1.098
H -0.303 0.445 1.943
*
```


Record 6
DFT (ωB97M-V/def2-TZVPD) results for a structure of composition C3H7BrNO at a distorted geometry.

Results
Kohn-Sham gap (hartree): 0.3134
E (eV): -76795.0422
HOMO level (eV): -14.07
Relative energy (zero: lowest compared OMol25 entry of this formula, charge and spin) (eV): 2.385

Structure (ORCA input):
```
! wB97M-V def2-TZVPD RIJCOSX def2/J DEFGRID3
* xyz 1 1
C 0.684 -0.557 0.388
C 0.774 1.009 0.422
C -1.318 0.518 -0.148
N -0.603 -0.763 -0.347
O -0.599 1.325 0.630
Br -1.467 1.679 -2.369
H 1.585 -1.027 -0.074
H 0.688 -0.881 1.469
H 1.243 1.448 1.225
H 0.992 1.471 -0.543
H -2.375 0.472 0.031
H -0.611 -1.092 -1.469
H -1.024 -1.468 0.114
*
```


Record 7
DFT (ωB97M-V/def2-TZVPD) results for a structure of composition C15H30F2LiNO7 at a distorted geometry.

Results
<S²>: 0.754
Kohn-Sham gap (spin up / spin down) (hartree): 0.1448 / 0.1448
E (eV): -37499.4313
HOMO level (spin up / spin down) (eV): -3.51 / -3.51
Relative energy (zero: lowest compared OMol25 entry of this formula, charge and spin) (eV): 0.339

Structure (ORCA input):
```
! wB97M-V def2-TZVPD RIJCOSX def2/J DEFGRID3
* xyz -1 2
C -0.539 -0.035 0.416
C 0.745 -0.180 -0.406
C 0.348 0.062 -1.871
C 1.242 -1.633 -0.335
C 2.355 -1.902 0.691
F 1.887 -2.978 1.476
C 3.657 -2.400 0.003
C 3.913 -3.892 0.327
O 4.971 -4.215 0.845
C 2.636 -0.778 1.702
C 2.387 0.683 1.254
C 1.603 1.465 2.347
C 3.770 1.378 1.166
N 1.779 0.815 -0.079
O 1.447 2.019 -0.362
H -0.890 0.997 0.474
H -1.313 -0.586 -0.118
H -0.486 -0.458 1.419
H -0.112 -0.858 -2.233
H -0.413 0.877 -1.886
H 1.201 0.321 -2.492
H 0.399 -2.274 -0.085
H 1.560 -1.924 -1.333
H 3.538 -2.365 -1.079
H 4.505 -1.801 0.328
H 3.110 -4.676 0.086
H 2.094 -1.028 2.610
H 3.685 -0.872 1.966
H 2.182 2.304 2.720
H 0.638 1.808 1.985
H 1.397 0.827 3.205
H 4.230 1.112 0.213
H 3.652 2.459 1.145
H 4.412 1.097 1.994
C -2.852 -1.744 -3.519
O -2.323 -2.147 -2.274
H -2.069 -1.174 -4.027
H -3.104 -2.597 -4.150
H -3.737 -1.110 -3.381
H -2.990 -2.662 -1.813
F 2.333 -6.074 0.009
Li -1.167 0.492 -3.711
C -2.465 4.198 0.753
O -3.780 4.229 1.320
C -4.409 3.057 1.299
O -3.968 2.031 0.854
O -5.608 3.215 1.858
C -6.393 2.022 1.905
H -2.068 5.206 0.833
H -1.822 3.515 1.305
H -2.505 3.911 -0.296
H -5.895 1.258 2.497
H -6.588 1.651 0.900
H -7.333 2.288 2.378
O 1.321 -1.076 -4.307
H 1.833 -1.861 -4.521
*
```


> Which of these has the highest E?

C2H2N2O


> E of number 2 (C3H3BrO2)?

-77294.2535 eV


> The lowest E belongs to which entry?

C31H60F4GaNO12P


> What is the formula in the sixth record?

C3H7BrNO